Formula: C28H22AlClN4OSe2
Source: the Open Molecules 2025 dataset
Level of theory: the ωB97M-V functional and the def2-TZVPD basis

Summary:
- LUMO level: -0.24285 Ha
- Total energy: -6879.59069 hartree
- Molar mass: 650.866 g mol⁻¹
- F_max: 0.360 eV/Å
- Relative energy (zero: lowest compared OMol25 entry of this formula, charge and spin): 0.000 eV
- Net charge: +2

Geometry as XYZ:
```
59
Properties=species:S:1:pos:R:3:forces:R:3:lowdin_charge:R:1
Al -0.233997 0.514904 0.688950 -0.2343 -0.0512 0.1885 0.094
Se 2.166623 -1.302909 2.018831 -0.0420 0.0065 0.0571 0.802
Se 1.938106 0.573771 3.377667 0.0567 -0.0158 -0.0395 0.796
C 0.042272 0.468570 3.657588 -0.0232 -0.0145 0.0468 -0.614
C -0.442976 0.414892 4.950680 -0.0455 0.0104 -0.0134 -0.053
C -1.816473 0.367880 5.151324 0.0221 0.0022 0.0261 0.009
C -2.661615 0.354535 4.053523 0.0074 0.0007 -0.0690 0.006
C -2.105760 0.401300 2.792056 -0.0680 0.0267 0.0495 -0.051
N -0.777701 0.475978 2.592844 0.0937 0.0008 -0.0614 0.002
C 2.477536 -0.389515 0.360469 0.0524 -0.0120 0.0261 -0.607
C 3.635888 -0.641337 -0.347205 0.0049 0.0212 -0.0361 -0.052
C 3.851680 0.030707 -1.543894 0.0084 -0.0107 -0.0015 0.012
C 2.915090 0.952846 -1.983290 -0.0448 0.0076 0.0164 0.006
C 1.778823 1.150251 -1.227568 0.0314 -0.0216 -0.0221 -0.043
N 1.550054 0.478232 -0.084139 0.0771 0.0401 -0.0228 0.007
H 0.244953 0.394752 5.783900 0.0049 -0.0009 -0.0021 0.121
H -2.217161 0.325230 6.155397 0.0013 0.0015 0.0013 0.135
H -3.735022 0.305343 4.163290 -0.0015 -0.0033 0.0103 0.131
H -2.724484 0.387952 1.902453 0.0023 -0.0022 -0.0074 0.129
H 4.367137 -1.334378 0.044015 -0.0047 0.0008 0.0124 0.122
H 4.752745 -0.152054 -2.114207 0.0042 0.0026 0.0021 0.136
H 3.053222 1.511262 -2.897436 0.0070 -0.0069 -0.0056 0.131
H 1.013060 1.847428 -1.539881 0.0001 0.0081 -0.0015 0.125
O -1.552431 0.038492 -0.464356 -0.1336 -0.0899 0.0222 -0.016
C -1.065868 -1.103496 0.010592 0.3260 0.1477 -0.0344 -0.183
C 0.452840 -5.676169 1.091940 -0.0078 0.0054 0.0011 -0.058
C 1.154810 -4.722680 0.368616 0.0156 0.0068 -0.0031 -0.070
C 0.500178 -3.597772 -0.115660 0.0345 -0.0284 -0.0034 -0.057
C -0.851248 -3.439482 0.140416 -0.1147 0.0565 0.0203 -0.226
C -1.568575 -4.391574 0.844981 0.0458 -0.0342 0.0005 0.004
C -0.907157 -5.512501 1.323425 -0.0071 -0.0071 0.0040 -0.047
N -1.535513 -2.265199 -0.350569 -0.0699 0.0167 -0.0796 0.044
C -2.644882 -2.446421 -1.263924 0.0705 -0.0599 -0.0115 -0.196
C -2.494611 -3.346399 -2.308081 -0.0306 0.0286 -0.0291 -0.001
C -3.549546 -3.546892 -3.184541 0.0165 -0.0011 0.0162 -0.050
C -4.740752 -2.855759 -3.011092 0.0230 -0.0125 -0.0041 -0.059
C -4.878656 -1.964109 -1.957200 -0.0191 0.0111 0.0048 -0.056
C -3.829397 -1.755210 -1.074637 -0.0562 -0.0033 -0.0088 -0.017
H 0.960699 -6.556784 1.460340 0.0013 -0.0050 0.0002 0.116
H 2.206932 -4.867563 0.160282 0.0027 -0.0034 -0.0010 0.113
H 1.020339 -2.862007 -0.718753 -0.0097 -0.0038 -0.0073 0.112
H -2.631187 -4.261021 1.005230 -0.0038 0.0056 0.0049 0.129
H -1.457250 -6.263325 1.873977 0.0041 -0.0046 0.0028 0.117
H -1.566832 -3.890159 -2.430223 0.0054 -0.0018 0.0062 0.124
H -3.437802 -4.247784 -4.000341 -0.0182 0.0017 -0.0051 0.116
H -5.563444 -3.019301 -3.693288 -0.0085 0.0057 0.0013 0.115
H -5.810698 -1.434538 -1.813998 -0.0036 0.0014 -0.0039 0.113
H -3.938175 -1.066034 -0.248678 0.0024 -0.0160 0.0036 0.109
Cl 0.193551 5.749955 2.605416 -0.0084 -0.0081 -0.0172 0.775
C -0.407768 4.701012 1.391044 0.0372 -0.0028 0.0457 -0.625
C -1.188190 5.175442 0.345507 -0.0092 0.0005 -0.0138 -0.023
C -1.642769 4.272807 -0.601081 0.0148 0.0029 0.0112 0.006
C -1.316566 2.936467 -0.477822 -0.0417 0.0031 0.0200 -0.066
N -0.555954 2.481850 0.536614 -0.0616 0.0110 -0.0676 0.037
C -0.110744 3.354010 1.454701 0.0959 0.0036 -0.0445 -0.102
H -1.430960 6.227931 0.284330 -0.0018 0.0010 -0.0081 0.133
H -2.255384 4.598655 -1.429255 -0.0028 -0.0013 -0.0010 0.132
H -1.676315 2.196831 -1.179416 0.0029 -0.0069 0.0027 0.124
H 0.510728 2.968384 2.251640 -0.0001 -0.0098 0.0213 0.091
```
Forces are in eV/Å.

Formula: C28H22AuCl3N4OS
Source: the Open Molecules 2025 dataset
Level of theory: the ωB97M-V functional and the def2-TZVPD basis

Summary:
- LUMO level: -0.00183 Ha
- Total energy: -3288.83802 hartree
- Molar mass: 765.904 g mol⁻¹
- F_max: 1.243 eV/Å

Geometry as XYZ:
```
60
Properties=species:S:1:pos:R:3:forces:R:3:lowdin_charge:R:1
Au -1.059661 -2.996191 1.868614 0.5297 0.8907 0.6105 0.686
C -2.165029 -2.246289 -4.249486 0.0161 0.0205 -0.0298 -0.097
C -2.854024 -2.400263 -3.055295 0.0460 0.0036 0.0491 -0.090
C -2.153303 -2.527870 -1.864380 -0.1032 0.0020 -0.0649 -0.044
C -0.768546 -2.532584 -1.879653 0.3605 0.2194 0.5061 -0.260
C -0.070960 -2.385358 -3.070014 0.0402 -0.0154 -0.0909 -0.039
C -0.774228 -2.237114 -4.253982 -0.0334 -0.0154 0.0147 -0.086
N -0.118757 -2.607949 -0.592430 0.8602 -0.6776 -0.5890 0.008
N 1.021182 -3.124865 -0.624075 -0.8734 0.4345 0.4450 0.072
C 1.654759 -3.282090 0.668773 -0.3012 0.0205 -0.5811 -0.324
C 3.039304 -3.345678 0.586577 0.1798 0.0519 0.0767 -0.075
C 3.796059 -3.472136 1.738165 -0.0503 0.0252 -0.0974 -0.104
C 3.139868 -3.565097 2.954905 0.0063 -0.0330 0.0831 -0.101
C 1.751472 -3.539226 3.016709 -0.1100 -0.1401 0.0624 -0.156
C 0.957167 -3.419137 1.875651 -0.3351 -0.1223 -0.2751 -0.291
H -2.709797 -2.129432 -5.176678 -0.0049 -0.0121 -0.0277 0.100
H -3.935495 -2.415102 -3.047872 -0.0348 -0.0051 -0.0110 0.101
H -2.667822 -2.640381 -0.919236 0.0046 0.0231 0.0534 0.087
H 1.010073 -2.390002 -3.051820 0.0105 0.0102 0.0004 0.102
H -0.236773 -2.117020 -5.184902 0.0049 0.0089 -0.0318 0.102
H 3.507079 -3.269373 -0.386284 0.0166 -0.0440 -0.0669 0.104
H 4.874662 -3.503856 1.686250 0.0589 -0.0013 -0.0016 0.097
H 3.712629 -3.685450 3.865606 0.0073 0.0244 0.0428 0.098
H 1.275383 -3.646772 3.982001 -0.0031 0.0064 0.0436 0.077
Cl 5.536139 0.232011 1.497037 -0.0575 0.0205 -0.0195 0.682
C 3.952094 0.905061 1.270216 0.0636 -0.0391 0.0248 -0.650
C 3.071301 0.306850 0.388811 -0.0392 0.0567 0.0441 -0.085
C 1.811306 0.863379 0.234039 -0.0034 -0.0296 0.0533 -0.006
C 1.410722 1.997459 0.935275 -0.0031 -0.0429 -0.1877 -0.178
C 0.024664 2.552106 0.703931 0.0612 -0.1363 0.1949 -0.300
C -0.893573 2.440538 1.932230 0.1438 -0.0821 -0.0139 -0.051
N -1.638719 1.201191 1.840591 -0.3642 0.1013 0.3832 -0.065
C -2.781491 0.997894 1.105345 0.0673 0.0339 -0.0571 -0.047
C -3.080628 -0.321062 1.243303 0.0356 0.0037 -0.0758 -0.132
N -2.143830 -0.922427 2.046445 -0.3747 -0.6907 -0.0841 -0.049
C -1.305085 0.023907 2.396650 0.2089 -0.0237 -0.1166 -0.167
O 0.049046 3.891734 0.258226 0.1358 0.0434 0.1591 -0.117
C -0.209657 3.975200 -1.126171 0.1101 0.2473 -0.2897 -0.157
C -1.583964 3.482480 -1.463619 -0.1919 -0.0188 -0.1516 -0.330
C -2.741938 4.077779 -1.058077 0.1003 0.0924 0.0268 -0.982
Cl -2.878658 5.518859 -0.137372 0.0101 -0.0155 -0.0042 0.683
S -4.142300 3.240585 -1.571179 -0.1153 -0.0198 -0.0637 1.003
C -3.191003 2.046392 -2.344559 0.0536 0.0537 0.0294 -0.402
C -1.862598 2.296549 -2.206532 -0.1024 0.0761 -0.0600 -0.142
C 2.330477 2.566797 1.809366 0.0108 0.1030 0.1028 -0.568
Cl 1.919823 3.983489 2.733201 0.0052 -0.0236 -0.0169 0.749
C 3.594536 2.035303 1.986665 0.0274 -0.0308 -0.0064 -0.123
H 3.360904 -0.577349 -0.156177 0.0009 -0.0720 -0.0155 0.097
H 1.108005 0.392118 -0.441778 -0.0272 -0.0275 -0.0405 0.115
H -0.432915 1.921920 -0.067012 0.0218 0.0481 0.1163 0.128
H -1.579966 3.287250 1.953924 -0.0087 -0.0647 -0.0714 0.138
H -0.330754 2.435282 2.864830 -0.0450 0.0248 -0.0345 0.110
H -3.252223 1.795757 0.557000 -0.0184 -0.0106 0.0316 0.085
H -3.893779 -0.871331 0.808379 -0.0854 -0.0466 0.0022 0.100
H -0.427295 -0.107380 3.003709 0.0832 -0.0285 0.0825 0.134
H 0.530236 3.396828 -1.693161 0.0084 0.0321 -0.0019 0.136
H -0.086852 5.027684 -1.387103 -0.0501 -0.0497 -0.0059 0.134
H -3.662462 1.223826 -2.850844 -0.0331 -0.0974 -0.0550 0.068
H -1.092673 1.667109 -2.626730 0.0544 -0.0727 -0.0205 0.118
H 4.287869 2.495447 2.673995 0.0249 0.0111 0.0206 0.106
```
Forces are in eV/Å.